Record 1
Density functional theory data (ωB97M-V/def2-TZVPD) for 2 unconnected molecules or ions with the total composition C2H4F3NS at a distorted geometry.

Values from the calculation:
Relative energy (zero: lowest compared OMol25 entry of this formula, charge and spin) in kJ/mol: 390.03
HOMO-LUMO gap (spin up / spin down) in Ha: 0.265 / 0.327
LUMO (spin up / spin down) in eV: -0.951 / -0.271

CARTESIAN COORDINATES (ANGSTROEM)
C1 -0.74704 -0.37330 -0.09185
C2 2.89425 -0.30995 0.19011
N1 0.23666 0.46677 0.35055
F1 3.39324 0.99199 0.31481
F2 3.79362 -1.13712 0.75709
F3 2.78177 -0.57302 -1.12055
S1 0.65879 1.93321 -0.19428
H1 -1.51118 0.15332 -0.70802
H2 -0.33452 -1.14471 -0.64794
H3 -1.25229 -0.84774 0.74019
H4 1.44166 1.97906 0.94860

Record 2
Density functional theory data (ωB97M-V/def2-TZVPD) for a single C5H2O molecule at a distorted geometry.

Values from the calculation:
Relative energy (zero: lowest compared OMol25 entry of this formula, charge and spin) in kJ/mol: 161.53
SMILES: C#CC(=O)C#C
HOMO-LUMO gap in Ha: 0.366
LUMO in eV: -0.267

CARTESIAN COORDINATES (ANGSTROEM)
C1 1.52263 0.54914 0.02667
C2 1.51368 -0.65415 -0.17174
C3 0.17010 -1.27875 -0.21744
O1 -0.16813 -2.41607 -0.38922
C4 -0.77583 -0.15618 0.00660
C5 -1.51260 0.78151 0.19080
H1 1.45702 1.59550 0.20246
H2 -2.20688 1.57898 0.35187

Record 3
Density functional theory data (ωB97M-V/def2-TZVPD) for a single C2HN3O2 molecule at a distorted geometry.

Values from the calculation:
Relative energy (zero: lowest compared OMol25 entry of this formula, charge and spin) in kJ/mol: 777.71
SMILES: [H]/N=c1/oon1C#N
HOMO-LUMO gap in Ha: 0.358
LUMO in eV: -0.578

CARTESIAN COORDINATES (ANGSTROEM)
H1 -2.24755 -0.48942 0.12985
N1 -1.79748 0.39431 0.10663
C1 -0.63633 0.75163 0.04799
O1 0.13094 1.76272 0.22622
O2 1.35015 1.21196 -0.12641
N2 0.79146 -0.08853 -0.58827
C2 1.10003 -1.23882 -0.08424
N3 1.30877 -2.30386 0.28824

Record 4
Density functional theory data (ωB97M-V/def2-TZVPD) for a molecular structure, C20H46As4N2Ti.

Values from the calculation:
<S²>: 0.76
Charge: +3
Relative energy (zero: lowest compared OMol25 entry of this formula, charge and spin) in kJ/mol: 0.00
Spin multiplicity: 2
HOMO-LUMO gap (spin up / spin down) in Ha: 0.187 / 0.202
LUMO (spin up / spin down) in eV: -10.559 / -10.167

CARTESIAN COORDINATES (ANGSTROEM)
Ti1 -0.91673 0.70728 -0.84832
C1 3.09691 0.51510 -0.57220
As1 1.51558 1.59475 -0.26989
C2 1.80300 3.17165 -1.37032
C3 1.54531 2.37000 1.52641
C4 1.25262 1.47848 2.74722
C5 1.68899 2.30302 3.97307
C6 -0.25354 1.22882 2.94145
As2 -1.24784 0.06829 1.72112
C7 -3.09301 0.29673 2.27372
C8 -0.85994 -1.79333 2.08177
C9 2.05511 0.17472 2.68351
As3 1.93191 -1.01777 4.29378
C10 3.47929 -0.37435 5.29481
C11 2.81301 -2.53830 3.43017
H1 3.95359 1.01694 -0.12393
H2 3.25704 0.43197 -1.64626
H3 2.98733 -0.47252 -0.13273
H4 2.75448 3.62547 -1.09318
H5 1.00967 3.89765 -1.19744
H6 1.84865 2.89637 -2.42325
H7 0.86002 3.22272 1.48706
H8 2.55260 2.78439 1.62151
H9 1.20300 3.28026 3.98916
H10 2.76846 2.45867 3.96233
H11 1.42921 1.78602 4.89708
H12 -0.80063 2.17582 2.93268
H13 -0.41469 0.77657 3.92322
H14 -3.20706 -0.05378 3.29943
H15 -3.75238 -0.28630 1.63244
H16 -3.36234 1.35137 2.23878
H17 -0.76490 -1.93387 3.15859
H18 0.06816 -2.09192 1.60006
H19 -1.68687 -2.39709 1.70942
H20 3.11084 0.40409 2.50919
H21 1.71803 -0.44215 1.83776
H22 3.24611 0.54728 5.82278
H23 4.33748 -0.22276 4.64064
H24 3.73051 -1.13098 6.03710
H25 2.15413 -2.99944 2.69417
H26 3.03436 -3.28747 4.18887
H27 3.74696 -2.24078 2.95313
N1 -2.04451 3.03913 -2.66544
C12 -3.12744 3.81486 -2.74224
C13 -4.00977 3.41597 -1.74827
C14 -3.36648 2.38304 -1.09831
N2 -2.15016 2.14556 -1.64954
H28 -1.23023 3.07055 -3.25892
H29 -3.20856 4.58533 -3.49393
H30 -4.98113 3.83014 -1.53904
H31 -3.70553 1.78650 -0.26342
C15 0.43906 -0.20693 -4.39060
C16 -0.87644 -0.96243 -4.24491
As4 -1.21709 -1.45044 -2.38880
C17 0.14088 -2.77921 -1.91392
C18 0.31363 -3.89846 -2.93685
C19 -2.97364 -2.30894 -2.31601
C20 -3.34287 -3.09968 -3.56839
H32 0.61306 0.06164 -5.43175
H33 1.29094 -0.80383 -4.06179
H34 0.43984 0.72680 -3.81108
H35 -0.87414 -1.88744 -4.82185
H36 -1.72862 -0.37489 -4.58947
H37 -0.15729 -3.17609 -0.94095
H38 1.07848 -2.23725 -1.76898
H39 -0.59271 -4.49018 -3.04638
H40 1.10434 -4.57162 -2.60746
H41 0.59964 -3.51484 -3.91599
H42 -3.70408 -1.51876 -2.13333
H43 -2.95568 -2.94618 -1.42923
H44 -3.38972 -2.46211 -4.45052
H45 -4.32997 -3.54014 -3.43263
H46 -2.64621 -3.91171 -3.76487